# C48H78O30

A cluster of 12 separate species, C48H78O30 in total in a non-equilibrium geometry (ωB97M-V with the def2-TZVPD basis set, the Open Molecules 2025 dataset).

The calculation puts the calculated total energy at -112458.287 eV. As for the net charge: 0. Its LUMO energy is -0.302 eV. The value obtained for the HOMO energy is -9.24 eV. The SMILES is C[C@H]1COC(=O)O1.C[C@H]1COC(=O)O1.C[C@H]1COC(=O)O1.C[C@H]1COC(=O)O1.C[C@H]1COC(=O)O1.C[C@H]1COC(=O)O1.C[C@H]1COC(=O)O1.C[C@H]1COC(=O)O1.C[C@H]1COC(=O)O1.C1CCOC1.C1CCOC1.C1CCOC1. The HOMO-LUMO gap comes out at 0.328 Eh. The energy above the lowest of the compared OMol25 structures with the same formula, charge and spin comes out at 722.30 kJ/mol.

Geometry (Å):
C (13.772, -12.693, 32.060)
C (15.264, -12.447, 32.302)
C (15.780, -12.524, 33.741)
O (17.044, -12.947, 33.559)
C (17.148, -13.739, 32.510)
O (18.052, -14.549, 32.295)
O (16.023, -13.530, 31.736)
H (13.378, -13.483, 32.698)
H (13.538, -12.894, 31.014)
H (13.298, -11.771, 32.398)
H (15.562, -11.448, 31.983)
H (15.273, -13.119, 34.500)
H (15.794, -11.509, 34.138)
C (15.553, 2.422, 32.140)
C (16.946, 3.000, 32.184)
C (17.197, 4.135, 33.200)
O (18.442, 3.830, 33.704)
C (18.730, 2.563, 33.478)
O (19.640, 1.998, 34.056)
O (17.797, 1.995, 32.680)
H (15.202, 2.272, 33.162)
H (15.394, 1.491, 31.596)
H (14.912, 3.143, 31.633)
H (17.252, 3.182, 31.154)
H (16.517, 4.108, 34.052)
H (16.935, 5.062, 32.689)
C (16.679, -1.883, 36.467)
C (17.861, -1.503, 37.356)
C (17.795, -0.127, 38.097)
O (17.928, -0.441, 39.470)
C (18.069, -1.774, 39.630)
O (18.270, -2.345, 40.674)
O (17.980, -2.380, 38.482)
H (16.534, -1.351, 35.527)
H (15.813, -1.827, 37.127)
H (16.868, -2.898, 36.116)
H (18.833, -1.519, 36.861)
H (16.994, 0.589, 37.913)
H (18.724, 0.403, 37.890)
C (16.451, -8.658, 25.227)
C (16.695, -10.218, 25.557)
C (16.354, -10.567, 27.010)
O (15.564, -11.704, 26.969)
C (15.247, -11.958, 25.735)
O (14.394, -12.779, 25.421)
O (15.714, -10.994, 24.944)
H (15.492, -8.193, 25.454)
H (16.476, -8.504, 24.148)
H (17.222, -7.966, 25.568)
H (17.639, -10.468, 25.073)
H (15.876, -9.696, 27.460)
H (17.250, -10.586, 27.631)
C (7.543, -13.231, 27.682)
C (8.976, -12.862, 27.186)
C (8.954, -12.225, 25.846)
O (9.820, -11.104, 25.997)
C (10.031, -10.931, 27.220)
O (10.767, -9.989, 27.626)
O (9.360, -11.841, 28.009)
H (6.915, -12.341, 27.637)
H (7.473, -13.773, 28.625)
H (7.114, -13.949, 26.983)
H (9.638, -13.728, 27.173)
H (7.946, -11.922, 25.565)
H (9.220, -12.976, 25.102)
C (9.280, 0.833, 26.862)
C (8.702, 1.258, 28.239)
C (7.644, 0.275, 28.747)
O (8.211, -0.272, 29.942)
C (9.311, 0.433, 30.203)
O (9.879, 0.471, 31.294)
O (9.703, 1.212, 29.160)
H (8.599, 1.205, 26.096)
H (9.486, -0.222, 26.679)
H (10.231, 1.364, 26.908)
H (8.383, 2.297, 28.154)
H (7.467, -0.451, 27.953)
H (6.679, 0.714, 28.999)
C (7.378, -7.996, 32.438)
C (8.203, -9.162, 32.977)
C (8.379, -9.108, 34.487)
O (7.789, -10.316, 34.926)
C (7.083, -10.935, 33.945)
O (6.481, -11.968, 33.962)
O (7.322, -10.310, 32.842)
H (7.898, -7.039, 32.387)
H (6.488, -7.845, 33.050)
H (6.803, -8.101, 31.518)
H (9.114, -9.297, 32.394)
H (7.885, -8.291, 35.014)
H (9.370, -9.239, 34.920)
C (20.918, -3.423, 31.947)
C (19.893, -4.536, 31.723)
C (20.556, -5.811, 31.146)
O (20.004, -6.884, 31.888)
C (19.485, -6.405, 33.013)
O (19.061, -7.029, 34.052)
O (19.584, -5.087, 32.965)
H (21.475, -3.256, 31.025)
H (21.641, -3.717, 32.707)
H (20.451, -2.567, 32.435)
H (19.042, -4.348, 31.068)
H (21.641, -5.836, 31.248)
H (20.242, -5.788, 30.102)
C (17.057, -10.188, 39.394)
C (15.965, -9.233, 39.882)
C (16.506, -7.857, 40.155)
O (15.593, -7.133, 39.410)
C (14.845, -7.872, 38.611)
O (13.945, -7.429, 37.997)
O (15.195, -9.096, 38.662)
H (16.850, -11.151, 39.859)
H (18.071, -10.050, 39.768)
H (17.120, -10.327, 38.315)
H (15.374, -9.613, 40.716)
H (17.559, -7.792, 39.881)
H (16.758, -7.645, 41.194)
C (12.517, -5.434, 31.465)
C (13.770, -5.241, 30.608)
C (13.826, -3.699, 30.650)
O (13.549, -3.344, 31.980)
C (12.524, -4.230, 32.506)
H (12.397, -6.388, 31.980)
H (11.656, -5.409, 30.797)
H (13.486, -5.500, 29.587)
H (14.692, -5.677, 30.991)
H (13.111, -3.359, 29.901)
H (14.695, -3.396, 30.067)
H (11.568, -3.707, 32.478)
H (12.741, -4.361, 33.566)
C (18.365, -0.967, 26.789)
C (18.484, -2.455, 26.442)
C (18.746, -2.654, 24.975)
O (18.541, -1.264, 24.544)
C (17.761, -0.571, 25.451)
H (19.320, -0.483, 26.993)
H (17.751, -0.884, 27.686)
H (17.542, -2.962, 26.651)
H (19.192, -2.826, 27.184)
H (18.145, -3.348, 24.388)
H (19.801, -2.748, 24.718)
H (16.702, -0.724, 25.243)
H (18.096, 0.466, 25.442)
C (8.368, -2.837, 39.084)
C (9.664, -2.090, 38.702)
C (10.435, -2.116, 39.973)
O (9.916, -3.026, 40.851)
C (8.757, -3.658, 40.294)
H (8.012, -3.595, 38.387)
H (7.552, -2.132, 39.240)
H (9.430, -1.082, 38.358)
H (10.174, -2.693, 37.950)
H (10.539, -1.182, 40.526)
H (11.356, -2.517, 39.551)
H (7.935, -3.747, 41.005)
H (9.016, -4.657, 39.945)

Cartesian forces, eV/Å:
0.611 0.579 0.695
-1.014 -1.331 0.799
-2.569 2.228 0.571
3.440 -0.728 1.069
1.153 -2.463 -1.675
-2.710 2.575 0.393
1.176 -0.130 -0.414
0.195 -0.195 -0.156
0.102 0.140 0.101
-0.389 0.042 -0.281
0.269 -0.255 -0.885
-0.391 -0.480 -0.415
0.132 0.036 0.195
-0.740 0.679 0.253
-0.911 -0.822 -0.138
-2.808 -0.525 -1.088
1.380 1.871 -0.051
1.458 -2.212 1.715
-1.505 0.647 -1.561
1.605 -0.671 0.575
-0.181 -0.004 -0.034
0.676 -0.016 -0.029
-0.243 0.133 0.196
0.282 0.661 0.047
-0.413 -0.325 -0.070
1.370 0.537 0.203
0.689 -0.635 0.602
0.001 1.502 0.148
1.456 0.378 -0.530
-0.588 -0.164 0.864
0.324 0.014 2.158
-0.290 0.925 -0.925
-0.384 -1.651 -1.908
0.215 0.685 0.421
-0.320 -0.197 -0.443
-0.327 -0.271 0.344
-0.215 -0.289 -0.353
-0.436 -0.576 0.063
-0.107 0.259 -0.462
0.177 -0.765 -0.856
-0.920 2.759 0.060
2.290 2.406 0.699
1.043 -0.515 2.301
-4.208 -1.115 -1.530
2.312 1.169 0.167
-0.493 -0.684 -2.469
-0.208 -0.689 0.744
0.232 -0.470 -0.273
0.247 -0.454 0.515
0.330 -0.252 0.764
-0.963 -0.255 -0.153
0.104 -1.160 0.045
0.415 -0.950 -1.234
-3.045 -1.887 0.680
-1.188 -0.916 -1.292
-0.851 -1.356 -4.217
3.559 4.462 5.449
-2.807 -3.493 -0.673
2.471 2.404 0.782
0.108 -0.011 0.344
0.407 0.558 0.239
-0.107 -0.024 -0.323
0.290 0.068 0.493
0.034 0.566 0.093
0.769 0.613 -0.309
-0.141 1.045 0.831
-1.010 -0.736 -2.724
-0.762 0.295 -0.422
-0.024 0.089 -0.720
2.244 0.959 3.748
-1.325 -0.573 -2.925
1.018 -0.709 2.294
0.341 0.055 -0.245
-0.221 -0.077 0.505
0.078 0.043 -0.927
-0.369 -0.047 0.005
0.071 -0.505 0.496
0.108 0.162 0.084
-0.914 0.799 0.187
-1.587 0.649 -0.671
0.621 -0.705 1.065
-1.522 -1.354 1.142
1.019 -1.151 0.711
-0.142 0.459 1.135
0.720 1.473 -2.986
0.253 -0.131 0.095
0.273 0.066 0.899
1.014 -0.725 -0.660
-0.056 -0.357 0.159
-0.064 0.241 -0.421
0.402 0.730 -0.674
-0.562 -0.287 0.318
2.566 -1.643 -0.205
0.062 1.087 -1.189
-0.344 -1.170 -0.476
-1.361 -2.147 4.853
1.962 2.537 -5.393
-2.041 1.525 2.505
-0.248 0.621 0.027
0.027 -0.578 -0.146
-0.051 0.406 -0.766
-0.360 0.645 0.624
-0.029 0.055 -0.039
0.357 -1.033 -0.109
0.413 -1.822 1.638
2.402 -1.771 -1.167
1.374 -1.441 0.035
0.590 3.613 1.190
-1.034 1.857 0.076
-1.211 0.770 -1.395
0.179 -2.619 1.274
-0.192 -0.462 -0.472
-0.012 0.832 0.061
-0.305 0.346 0.162
-0.285 -0.141 -0.356
-0.060 0.305 -1.633
-1.879 0.557 0.543
-0.138 -0.247 1.470
-1.092 1.051 0.178
-0.373 -1.656 -1.408
0.507 0.544 -0.047
0.232 0.280 -1.812
0.424 -0.110 0.043
-0.129 0.480 0.149
0.689 -0.552 -0.032
-0.180 -0.197 -0.135
-1.137 0.309 0.423
1.059 0.727 1.557
-0.146 0.073 -0.154
0.306 -0.697 -0.229
-1.351 -1.750 -0.375
0.059 -1.674 2.324
1.362 2.837 -0.195
0.110 -0.724 -1.951
1.175 1.971 0.897
-0.007 -0.034 -0.382
-0.188 0.271 -0.136
-0.199 0.165 0.371
0.331 -0.855 -0.516
-0.240 -0.017 0.406
-0.015 -0.747 0.132
-0.194 0.115 0.599
-0.847 0.436 -1.161
-0.504 -0.093 -0.326
-2.193 -0.365 -0.723
1.955 0.430 -0.662
-1.646 -1.578 1.352
0.301 0.253 -0.034
0.032 0.489 -0.640
-0.002 -0.065 0.331
0.216 -0.151 -0.283
0.066 0.457 -0.202
0.274 0.257 -0.459
1.065 0.483 1.105
0.270 0.098 0.340
0.171 -0.220 0.206